Entry from the Open Molecules 2025 dataset: a cluster of 2 separate species, C6H12O in total (the ωB97M-V functional and the def2-TZVPD basis).

LUMO energy, eV: -0.1
Energy above the lowest of the compared OMol25 structures with the same formula, charge and spin, kJ/mol: 379.1
Gap between HOMO and LUMO, eV: 7.324
E_tot, eV: -8460.4245
SMILES string: C=C(C)C(=C)C.O
HOMO, eV: -7.4302
Net charge: 0

Cartesian coordinates (Å):
C -0.5202 0.4766 2.5486
C 0.0408 0.4264 1.3348
C 1.2214 -0.4884 1.1326
C -0.4825 1.2257 0.2161
C -1.3371 2.2976 0.4475
C -0.3987 0.7231 -1.2114
H -1.4422 1.0323 2.6694
H -0.2660 -0.2122 3.3402
H 1.1655 -1.4268 1.6782
H 1.4211 -0.7586 0.0940
H 2.1337 0.0426 1.4231
H -1.1929 3.2235 -0.1043
H -2.3385 2.1076 0.8262
H 0.0798 -0.2464 -1.1101
H -1.3261 0.6246 -1.7627
H 0.2710 1.3325 -1.8292
O 0.7987 -3.7628 -3.2342
H 1.0644 -3.3018 -2.4372
H 1.1078 -3.3157 -4.0215